[1]
93
Properties=species:S:1:pos:R:3 method="wB97M-V/def2-TZVPD" orbital_gap_ev=6.00 homo_ev=-3.94 total_energy_ha=-2577.58977 total_charge=-1 lumo_energy_ev=2.06 multiplicity=1
C 3.978 -0.763 2.729
C 3.068 -1.379 3.876
C 2.257 -2.594 3.279
O 0.888 -2.591 3.615
P -0.051 -1.513 2.626
O -1.250 -0.590 1.728
C -1.685 0.526 2.503
C -1.681 -0.024 3.987
Cl -3.123 -1.066 4.461
O -0.413 -0.605 4.102
H 4.735 -0.075 3.155
H 3.286 -0.265 2.027
H 4.463 -1.640 2.249
H 3.788 -1.711 4.662
H 2.342 -0.639 4.263
H 2.696 -3.517 3.735
H 2.437 -2.688 2.176
H 1.057 -0.670 2.233
H 0.007 -2.326 1.420
H -1.174 -2.370 2.969
H -2.590 1.055 2.159
H -0.788 1.196 2.456
H -1.756 0.818 4.701
C 6.741 0.655 -1.409
C 6.032 -0.238 -0.421
O 4.938 0.046 0.007
C 6.744 -1.494 0.010
H 6.115 1.519 -1.629
H 7.685 1.003 -0.986
H 6.926 0.110 -2.337
H 7.687 -1.239 0.496
H 6.930 -2.132 -0.856
H 6.122 -2.038 0.717
C -5.866 3.909 0.920
C -4.615 3.186 0.493
O -3.644 3.124 1.219
C -4.617 2.544 -0.867
H -5.723 4.321 1.919
H -6.077 4.727 0.228
H -6.707 3.214 0.944
H -4.769 3.298 -1.635
H -5.404 1.790 -0.921
H -3.657 2.060 -1.036
C -0.938 3.191 -0.988
C -0.796 2.721 -2.409
O -1.753 2.332 -3.044
C 0.584 2.751 -3.014
H -1.977 3.114 -0.682
H -0.334 2.563 -0.329
H -0.624 4.234 -0.907
H 1.255 2.108 -2.440
H 0.964 3.774 -3.024
H 0.537 2.383 -4.038
C 8.729 -2.817 4.386
C 8.879 -3.213 2.941
O 7.935 -3.607 2.297
C 10.251 -3.098 2.329
H 7.691 -2.950 4.691
H 9.363 -3.446 5.013
H 9.001 -1.768 4.515
H 10.953 -3.739 2.865
H 10.590 -2.061 2.368
H 10.210 -3.415 1.288
C -6.029 3.585 -5.897
C -6.587 3.297 -4.529
O -5.894 3.367 -3.540
C -8.042 2.917 -4.439
H -4.974 3.844 -5.810
H -6.122 2.702 -6.531
H -6.561 4.425 -6.347
H -8.224 2.004 -5.009
H -8.663 3.727 -4.825
H -8.305 2.738 -3.398
C 0.517 -2.935 -4.555
C 0.917 -1.600 -3.982
O 1.955 -1.064 -4.306
C -0.023 -0.966 -2.994
H 1.284 -3.274 -5.251
H 0.418 -3.669 -3.754
H -0.429 -2.840 -5.093
H -0.143 -1.615 -2.125
H -0.990 -0.784 -3.466
H 0.389 -0.015 -2.664
C -6.356 -2.975 0.680
C -6.608 -1.561 1.134
O -7.737 -1.129 1.253
C -5.404 -0.712 1.433
H -7.310 -3.472 0.501
H -5.781 -2.971 -0.247
H -5.814 -3.522 1.453
H -4.787 -0.612 0.537
H -4.819 -1.163 2.236
H -5.730 0.279 1.749

[2]
93
Properties=species:S:1:pos:R:3 method="wB97M-V/def2-TZVPD" s_squared=2.018 orbital_gap_ev="6.25 / 5.53" homo_ev="-5.69 / -6.52" total_energy_ha=-3473.87780 total_charge=0 lumo_energy_ev="0.56 / -0.98" multiplicity=3
C -1.018 2.811 -4.966
C -1.058 1.692 -4.085
N 0.096 1.267 -3.465
C 1.244 1.928 -3.656
C 1.315 3.028 -4.521
C 0.176 3.468 -5.187
C -2.252 0.944 -3.896
P -2.281 -0.175 -2.522
Au 0.035 -0.767 -2.241
P 2.410 -0.180 -2.248
C 2.517 1.526 -2.920
C -0.260 -2.582 -1.143
C -1.148 -2.606 -0.082
C -1.105 -3.667 0.844
C -0.137 -4.664 0.697
C 0.671 -4.686 -0.449
C 0.552 -3.671 -1.411
O -1.829 -0.669 -6.273
O 0.763 -0.848 -5.803
H -1.945 3.109 -5.447
H 2.288 3.498 -4.661
H 0.234 4.314 -5.874
C -3.122 0.665 -1.150
C -3.347 -1.551 -3.029
H 3.397 1.603 -3.583
H 2.712 2.206 -2.073
H -2.224 -0.033 -5.619
H -3.181 1.374 -4.297
C 3.556 -0.122 -0.837
C 3.218 -1.166 -3.540
H -1.814 -1.757 0.108
H -1.817 -3.694 1.681
H -0.015 -5.421 1.478
H 1.382 -5.496 -0.634
H 1.143 -3.693 -2.322
H 0.100 -2.067 -3.593
H 1.050 -1.667 -6.242
H -0.211 -0.749 -6.045
H -2.121 -0.366 -7.146
H 0.283 -1.407 -4.035
H -4.123 0.978 -1.482
H -3.222 -0.008 -0.287
H -2.551 1.554 -0.847
H -4.403 -1.248 -3.011
H -3.073 -1.872 -4.045
H -3.187 -2.379 -2.328
H 4.258 -0.851 -3.718
H 3.214 -2.216 -3.212
H 2.644 -1.084 -4.472
H 4.594 -0.057 -1.197
H 3.349 0.740 -0.184
H 3.441 -1.037 -0.242
C -3.239 1.390 3.341
Si -2.215 -0.121 3.812
C -2.068 -0.282 5.684
C -3.158 -1.632 3.201
Si -0.029 0.307 3.003
Te 0.311 0.789 0.623
Si 0.459 2.689 2.494
C 0.316 3.001 4.372
C 2.129 3.454 2.071
C -0.843 3.819 1.729
Si 1.821 -0.916 3.811
C 1.623 -1.132 5.667
C 1.965 -2.608 2.981
C 3.401 0.048 3.458
H -4.249 1.251 3.750
H -3.327 1.500 2.253
H -2.834 2.326 3.743
H -3.079 -0.219 6.111
H -1.633 -1.249 5.968
H -1.458 0.511 6.131
H -3.187 -1.724 2.111
H -2.724 -2.555 3.600
H -4.198 -1.566 3.552
H 1.072 2.442 4.942
H 0.494 4.081 4.526
H -0.685 2.753 4.754
H 2.275 3.520 0.983
H 2.122 4.476 2.476
H 2.983 2.925 2.513
H -0.861 3.774 0.633
H -1.856 3.627 2.108
H -0.561 4.840 2.029
H 0.859 -1.881 5.905
H 2.587 -1.477 6.067
H 1.358 -0.196 6.173
H 1.920 -2.548 1.886
H 2.928 -3.067 3.262
H 1.159 -3.280 3.301
H 3.643 0.065 2.388
H 3.358 1.083 3.819
H 4.219 -0.465 3.985

[3]
99
Properties=species:S:1:pos:R:3 method="wB97M-V/def2-TZVPD" orbital_gap_ev=7.33 homo_ev=-7.14 total_energy_ha=-10240.58751 total_charge=0 lumo_energy_ev=0.19 multiplicity=1
H -5.090 3.248 0.578
N -5.430 2.599 -0.138
C -4.487 1.850 -0.523
C -3.072 1.898 -0.016
P -2.155 3.500 -0.243
B -2.878 5.307 0.001
N -4.033 5.439 0.866
O -2.253 6.376 -0.557
C -2.282 3.403 -2.200
Br -0.714 4.292 -2.938
C -3.597 3.896 -2.809
C -3.577 5.183 -3.611
Br -4.249 2.493 -4.066
P -1.892 3.500 2.092
O -0.802 2.265 2.317
Br -0.619 5.358 2.229
H -4.721 1.080 -1.256
H -3.115 1.640 1.045
H -2.454 1.129 -0.480
H -0.750 3.395 -0.377
H -4.040 6.315 1.382
H -4.930 5.279 0.427
H -2.912 7.029 -0.796
H -2.117 2.368 -2.480
H -4.392 3.913 -2.070
H -3.071 5.021 -4.558
H -4.601 5.462 -3.847
H -3.061 5.978 -3.080
H 0.098 2.605 2.315
C 0.132 -1.058 1.284
C 0.785 -0.624 -0.007
C 2.039 -1.353 -0.411
O 0.320 0.267 -0.680
H -0.753 -0.454 1.469
H -0.147 -2.111 1.226
H 0.828 -0.931 2.115
H 1.825 -2.417 -0.536
H 2.807 -1.233 0.356
H 2.411 -0.959 -1.352
C 7.023 -1.087 -1.306
C 5.837 -0.414 -0.669
C 4.947 0.405 -1.571
O 5.603 -0.522 0.515
H 7.579 -1.637 -0.552
H 6.680 -1.775 -2.082
H 7.677 -0.340 -1.758
H 4.538 -0.235 -2.355
H 5.512 1.217 -2.031
H 4.135 0.824 -0.981
C 3.153 -5.736 -2.967
C 3.397 -4.272 -3.205
C 2.388 -3.563 -4.077
O 4.338 -3.682 -2.721
H 3.937 -6.140 -2.330
H 2.185 -5.870 -2.492
H 3.146 -6.274 -3.916
H 1.394 -3.647 -3.636
H 2.361 -4.023 -5.066
H 2.659 -2.514 -4.175
C -2.337 -5.977 -3.171
C -1.071 -6.689 -2.765
C -1.230 -8.003 -2.052
O 0.019 -6.217 -3.006
H -2.089 -5.046 -3.676
H -2.920 -6.608 -3.845
H -2.937 -5.770 -2.286
H -1.774 -8.707 -2.684
H -1.783 -7.854 -1.126
H -0.247 -8.412 -1.827
C -2.193 6.970 4.852
C -3.675 6.963 4.569
C -4.591 6.629 5.720
O -4.109 7.214 3.467
H -1.671 7.217 3.936
H -1.960 7.712 5.618
H -1.869 5.986 5.193
H -4.453 7.348 6.529
H -4.362 5.632 6.099
H -5.625 6.658 5.384
C -5.396 -6.836 1.150
C -4.127 -6.200 0.645
C -3.877 -4.765 1.039
O -3.343 -6.810 -0.047
H -5.457 -7.862 0.798
H -5.410 -6.827 2.241
H -6.262 -6.279 0.790
H -3.833 -4.679 2.126
H -4.687 -4.131 0.675
H -2.936 -4.427 0.614
C 7.256 0.922 2.722
C 8.752 0.766 2.616
C 9.530 0.723 3.912
O 9.308 0.678 1.547
H 6.825 0.936 1.731
H 6.828 0.089 3.280
H 7.014 1.854 3.238
H 9.192 -0.115 4.523
H 9.372 1.646 4.473
H 10.589 0.609 3.699

[4]
98
Properties=species:S:1:pos:R:3 method="wB97M-V/def2-TZVPD" orbital_gap_ev=9.02 homo_ev=-8.49 total_energy_ha=-4992.90471 smiles="CCOCCOP(COC)(COC)(C[C@@H](C)O)[C@@H](Br)CC.CCOC(=O)OC.CCOC(=O)OC.CCOC(=O)OC" total_charge=0 lumo_energy_ev=0.53 multiplicity=1
C -4.172 -1.858 -1.521
C -3.783 -1.006 -2.711
O -2.538 -0.438 -2.369
C -1.945 0.402 -3.336
C -0.713 -0.254 -3.979
O 0.542 0.324 -3.721
P 1.614 0.366 -2.374
C 3.031 0.323 -3.563
O 2.777 -0.330 -4.777
C 3.822 -1.189 -5.166
C 1.108 -1.366 -1.875
O -0.086 -1.392 -1.141
C -0.336 -2.658 -0.571
C 1.068 2.077 -1.926
C 0.289 2.361 -0.648
C -0.296 3.783 -0.673
O -0.749 1.392 -0.521
C 2.883 0.319 -0.843
Br 4.225 1.775 -0.874
C 2.241 0.137 0.553
C 2.576 1.121 1.673
H -4.260 -1.207 -0.648
H -3.400 -2.605 -1.330
H -5.135 -2.352 -1.674
H -4.532 -0.223 -2.904
H -3.708 -1.617 -3.624
H -1.675 1.340 -2.849
H -2.675 0.633 -4.125
H -0.737 -1.315 -3.692
H -0.822 -0.219 -5.070
H 3.302 1.372 -3.739
H 3.860 -0.165 -3.044
H 3.536 -1.607 -6.133
H 3.957 -2.014 -4.451
H 4.781 -0.666 -5.278
H 1.005 -1.918 -2.823
H 1.925 -1.836 -1.307
H -0.313 -3.456 -1.325
H 0.401 -2.894 0.210
H -1.334 -2.621 -0.130
H 1.989 2.669 -1.877
H 0.501 2.441 -2.785
H 0.967 2.286 0.210
H 0.032 4.367 0.190
H -1.385 3.713 -0.638
H -0.005 4.328 -1.575
H -0.685 0.948 0.331
H 3.528 -0.543 -1.030
H 2.535 -0.857 0.912
H 1.152 0.087 0.418
H 3.621 1.029 1.975
H 2.410 2.163 1.391
H 1.954 0.904 2.546
C -4.899 -6.038 4.078
C -3.396 -5.933 3.963
O -3.003 -5.168 2.806
C -3.093 -3.846 2.944
O -3.404 -3.256 3.946
O -2.745 -3.282 1.788
C -2.832 -1.853 1.772
H -5.323 -6.456 3.164
H -5.156 -6.694 4.910
H -5.344 -5.061 4.261
H -2.941 -6.908 3.799
H -2.958 -5.482 4.853
H -2.285 -1.423 2.610
H -3.871 -1.531 1.816
H -2.389 -1.549 0.828
C 2.025 8.294 -4.141
C 1.682 7.174 -3.185
O 1.411 7.664 -1.858
C 0.200 8.188 -1.683
O -0.680 8.236 -2.503
O 0.107 8.611 -0.423
C -1.158 9.188 -0.085
H 2.863 8.877 -3.758
H 2.309 7.875 -5.107
H 1.171 8.953 -4.290
H 2.525 6.499 -3.049
H 0.824 6.598 -3.531
H -1.967 8.498 -0.314
H -1.311 10.116 -0.634
H -1.111 9.382 0.981
C 0.466 -3.273 3.449
C -0.007 -4.406 4.332
O 1.099 -5.153 4.877
C 1.717 -4.582 5.907
O 1.406 -3.548 6.440
O 2.719 -5.375 6.284
C 3.471 -4.888 7.400
H 1.122 -3.653 2.665
H -0.392 -2.793 2.975
H 1.003 -2.526 4.032
H -0.559 -5.144 3.752
H -0.636 -4.044 5.144
H 2.815 -4.679 8.243
H 4.008 -3.980 7.130
H 4.169 -5.681 7.646

[5]
109
Properties=species:S:1:pos:R:3 method="wB97M-V/def2-TZVPD" s_squared=30.008 orbital_gap_ev="4.77 / 4.99" homo_ev="-7.15 / -7.41" total_energy_ha=-5460.58468 total_charge=0 lumo_energy_ev="-2.38 / -2.42" multiplicity=11
Mn 0.167 -0.970 -0.067
Mn -0.283 -4.886 -0.301
C -3.281 -3.064 2.695
F -3.451 -4.067 3.678
F -3.892 -3.309 1.552
F -3.782 -1.881 3.152
S -1.368 -2.747 2.284
O -1.106 -1.546 1.505
O -0.642 -2.680 3.553
O -1.014 -3.988 1.602
C -0.963 -2.770 -1.613
O -1.523 -3.853 -1.553
O -1.340 -1.700 -1.227
O 0.139 -2.940 -1.019
C 4.144 -1.682 1.000
C 2.836 -1.808 1.726
C 3.110 -1.902 3.242
O 1.824 -0.930 1.246
H 3.945 -1.550 -0.064
H 4.764 -2.520 1.319
H 4.673 -0.877 1.511
H 2.495 -2.785 1.383
H 2.141 -1.708 3.702
H 3.886 -1.213 3.577
H 3.328 -2.923 3.553
C 2.251 -0.413 -2.507
O 1.253 -0.136 -1.898
N 2.378 -0.096 -3.836
C 3.716 -0.122 -4.368
C 1.399 0.609 -4.683
H 3.174 -0.733 -1.999
H 3.933 0.903 -4.670
H 3.584 -0.837 -5.181
H 4.554 -0.481 -3.771
H 1.197 0.155 -5.654
H 0.522 0.923 -4.118
H 1.845 1.526 -5.067
C -1.485 1.637 1.020
O -0.600 1.142 0.269
N -2.784 1.588 0.710
C -3.315 0.783 -0.332
C -3.762 2.456 1.386
H -1.254 2.052 2.013
H -3.630 -0.162 0.110
H -2.599 0.751 -1.153
H -4.259 1.161 -0.724
H -3.361 2.933 2.280
H -4.133 3.231 0.715
H -4.693 1.954 1.648
C -5.278 -1.423 -1.629
O -6.055 -1.015 -0.767
N -4.922 -0.807 -2.775
C -5.594 0.446 -3.311
C -3.783 -1.310 -3.492
H -4.588 -2.259 -1.438
H -4.954 1.274 -3.006
H -6.529 0.553 -2.761
H -5.763 0.332 -4.382
H -3.312 -2.255 -3.221
H -4.060 -1.178 -4.538
H -2.890 -0.714 -3.302
C 2.848 -4.246 -5.317
O 3.371 -4.894 -4.397
N 1.690 -3.445 -5.293
C 1.007 -2.795 -6.357
C 1.070 -3.126 -3.994
H 3.301 -4.329 -6.317
H 0.981 -3.388 -7.271
H 1.316 -1.771 -6.564
H -0.076 -2.891 -6.280
H 0.241 -3.822 -3.870
H 1.623 -3.310 -3.073
H 0.589 -2.148 -3.995
C 3.299 3.146 -2.580
O 2.990 3.703 -3.646
N 2.715 3.580 -1.428
C 3.138 2.958 -0.171
C 1.473 4.348 -1.406
H 4.062 2.362 -2.460
H 2.959 3.670 0.635
H 4.183 2.648 -0.170
H 2.812 1.925 -0.287
H 1.262 4.799 -2.375
H 0.581 3.819 -1.067
H 1.636 5.204 -0.752
C 1.487 2.674 3.153
O 0.425 2.741 3.703
N 2.622 2.449 3.855
C 2.585 2.111 5.284
C 4.008 2.821 3.421
H 1.758 2.923 2.115
H 3.271 1.272 5.405
H 1.570 1.900 5.619
H 2.940 2.878 5.972
H 4.714 1.993 3.356
H 4.191 3.352 2.488
H 4.569 3.426 4.134
C -1.452 1.448 6.354
O -1.231 2.129 7.322
N -2.656 1.300 5.706
C -2.887 0.497 4.496
C -3.896 1.892 6.299
H -0.669 0.960 5.754
H -2.046 0.170 3.884
H -3.463 1.068 3.768
H -3.477 -0.370 4.791
H -3.791 1.867 7.384
H -3.853 2.972 6.156
H -4.801 1.359 6.010